A 2-piece molecular cluster, C6H10O overall. Source: the OMol25 dataset; level of theory: wB97M-V/def2-TZVPD.

```
17
Properties=species:S:1:pos:R:3:forces:R:3
O -2.273 1.369 0.453 -0.1376 -0.3993 -0.0359
C -1.975 0.226 0.197 -0.0996 0.2615 0.0844
C -0.154 -0.095 -1.333 0.0651 0.0362 -0.1921
C 1.301 0.308 -1.143 0.1624 0.0011 -0.0989
C 1.736 -0.579 0.032 0.0547 -0.0168 0.0084
C 0.475 -0.579 0.884 -0.2360 0.1171 -0.1438
C -0.571 -0.235 0.127 0.1440 0.0955 -0.0827
H -1.613 1.025 2.464 0.0764 -0.0128 0.2899
H -2.720 -0.460 -0.240 -0.1523 -0.1240 0.1335
H -0.753 0.635 -1.890 0.1572 -0.0870 0.0935
H -0.270 -1.072 -1.825 0.1314 0.1583 -0.0510
H 1.300 1.352 -0.803 0.1296 -0.1470 -0.1327
H 1.908 0.230 -2.047 0.0400 -0.1004 0.0852
H 1.989 -1.591 -0.319 -0.0209 0.1189 0.1129
H 2.607 -0.184 0.565 -0.1323 -0.0944 -0.0257
H 0.497 -0.819 1.946 -0.2084 0.1899 -0.2893
H -1.482 0.468 2.934 0.0265 0.0033 0.2443
```
Positions in Å, forces in eV/Å.

Output
total charge	0
HOMO energy	-9.540	eV
F_max	0.0082	hartree/bohr
multiplicity	1
gap between HOMO and LUMO	0.388	hartree
E_LUMO	1.0	eV
energy relative to the best compared isomer or geometry (same formula, charge and spin)	44.7	kcal/mol
SMILES string	O=CC1=CCCC1.[H][H]